Record 1
C32H39N5SSn | ωB97M-V/def2-TZVPD

spin multiplicity: 1
ΔE to the lowest compared entry with this formula, charge and spin: 134.07 kcal/mol
total charge: -2
HOMO-LUMO gap (alpha / beta): 4.36 / 2.25 eV

CARTESIAN COORDINATES (ANGSTROEM)
H: -1.286 -1.308 4.354
C: 4.609 2.934 -0.755
C: -4.533 0.440 -1.456
C: 2.212 -1.223 3.248
H: -0.210 0.057 3.984
C: -0.159 -3.651 -0.548
C: 3.232 -2.620 -3.484
C: -0.912 -0.661 3.544
C: -6.854 -0.125 -0.751
H: 1.841 0.802 1.465
C: 2.644 -3.092 0.771
H: -1.756 2.107 -2.384
H: -1.598 0.323 -2.206
H: 4.684 3.724 -1.577
H: -1.776 -0.113 3.143
H: 2.826 -4.100 1.185
H: 4.070 -0.611 -1.180
C: -3.198 1.996 -0.100
Sn: 0.397 0.544 -0.447
N: 3.248 -1.333 -2.980
H: 6.646 0.954 1.103
H: 1.800 -0.795 4.161
C: 2.075 -0.701 -3.242
C: -3.877 2.447 2.296
H: -2.882 4.585 1.234
C: 0.079 -2.789 0.631
C: -5.540 0.521 -0.489
N: 1.343 -1.589 -3.983
H: 3.464 -2.439 1.088
H: 1.674 -3.610 -4.700
H: -4.721 2.208 2.945
H: 4.532 0.290 -2.642
C: -0.729 4.231 1.121
C: 1.345 -2.569 1.242
C: -0.251 -1.465 2.492
C: 2.602 0.162 1.011
C: -2.363 -2.045 1.101
C: 3.379 2.430 -0.181
H: -2.907 -2.813 1.677
C: 3.505 1.230 0.575
H: -6.143 1.252 1.474
C: -2.314 1.159 -2.350
H: 2.459 2.968 -0.488
H: 2.943 -2.004 3.484
H: 2.788 -0.405 2.715
H: 5.217 -1.346 -2.350
S: 1.710 0.888 -2.761
C: -3.353 1.207 -1.286
C: -0.839 2.531 -0.253
N: 4.601 1.269 1.376
H: -7.339 -0.320 0.212
H: -1.135 -3.449 -1.004
H: -4.693 -0.167 -2.356
H: 6.801 2.531 -0.844
C: 5.742 1.471 0.778
H: -2.967 2.057 2.778
H: 0.615 -3.503 -1.311
C: 2.036 -2.783 -4.134
H: -7.497 0.534 -1.355
H: -3.836 3.540 2.308
H: -0.136 -4.714 -0.257
C: -5.347 1.223 0.708
H: -0.202 4.725 1.928
H: 0.439 -1.357 -4.377
C: -4.129 1.886 0.933
H: 4.062 -3.280 -3.360
H: -2.745 0.961 -3.340
C: 1.140 -1.752 2.386
C: -2.090 3.979 0.910
H: -2.569 -2.225 0.037
N: -2.158 2.869 0.115
N: -0.167 3.681 -0.105
C: 4.334 -0.712 -2.242
H: -6.679 -1.052 -1.306
C: 5.821 2.344 -0.354
H: 2.676 -3.183 -0.324
H: -2.796 -1.067 1.359
C: -0.907 -2.093 1.391



Record 2
C2H7S3 | ωB97M-V/def2-TZVPD

spin multiplicity: 1
ΔE to the lowest compared entry with this formula, charge and spin: 11.10 kcal/mol
total charge: -1
HOMO-LUMO gap: 5.30 eV

CARTESIAN COORDINATES (ANGSTROEM)
H: 0.342 -3.264 0.651
H: 0.579 1.838 -1.754
H: -1.761 2.045 -0.510
S: 0.529 -2.660 -2.090
H: 1.471 -2.195 1.500
S: 0.374 2.976 -1.074
C: 0.529 -2.233 0.955
C: -0.852 2.256 0.045
H: -1.104 3.027 0.778
H: -0.316 -1.910 1.554
H: -0.466 1.361 0.519
S: 0.674 -1.241 -0.574



Record 3
C18H31Cl8N5 | ωB97M-V/def2-TZVPD

spin multiplicity: 1
ΔE to the lowest compared entry with this formula, charge and spin: 26.07 kcal/mol
SMILES: ClCCCl.ClCCCl.ClCCCl.ClCCCl.CC#N.CC#N.CC#N.CC#N.CC#N
HOMO-LUMO gap: 10.84 eV

CARTESIAN COORDINATES (ANGSTROEM)
N: -2.604 1.717 -1.143
C: 2.362 -4.781 -1.459
C: -3.697 2.030 -1.120
H: -0.371 1.107 0.158
C: 0.933 4.842 0.338
N: 2.875 -5.716 -1.093
H: -2.354 -2.911 -2.361
H: 0.594 -3.424 -1.685
H: -5.685 2.043 -1.944
Cl: -1.865 -1.758 4.086
N: 2.433 2.844 2.526
H: -0.496 1.457 -2.735
Cl: 1.192 3.335 -0.707
Cl: 2.217 -0.735 -4.273
H: 5.377 2.439 1.784
C: -0.226 0.076 0.482
H: -0.388 1.046 -4.476
C: 1.650 -3.557 -1.917
H: -5.025 3.520 -1.126
Cl: -2.142 -5.129 -2.283
Cl: -2.877 2.210 2.787
C: -0.328 4.671 1.282
C: -0.060 0.781 -3.471
H: -3.909 0.161 3.301
C: -1.995 0.051 3.985
C: -2.941 0.472 2.909
H: -0.776 -0.379 -0.342
Cl: -0.669 -0.828 -3.022
H: 1.794 5.057 0.971
H: 4.574 1.096 1.019
H: -1.225 4.516 0.683
C: -5.119 2.434 -1.098
H: -0.144 3.883 2.012
N: 6.157 -3.535 1.360
C: 3.564 -3.289 1.330
C: -2.924 -3.632 -1.775
H: 0.786 5.656 -0.372
H: 2.154 -2.650 -1.582
H: 3.316 -2.900 2.318
H: 1.657 0.583 -2.238
H: -1.023 0.488 3.754
C: 3.346 2.490 1.920
H: 3.019 -4.208 1.112
N: 2.345 -0.345 -0.027
Cl: -3.936 -4.276 0.669
H: -3.016 -2.264 -0.093
H: -3.966 -3.806 -2.041
H: 3.437 -2.511 0.577
C: 4.549 2.181 1.123
H: 1.990 1.552 -3.640
H: 1.722 -3.586 -3.004
H: -0.660 -0.129 1.461
H: -2.262 0.394 4.985
C: 5.020 -3.411 1.414
C: 1.217 -0.117 0.189
C: -2.763 -3.303 -0.305
H: 4.618 2.631 0.133
Cl: -0.746 6.156 2.147
H: -1.758 -3.400 0.107
C: 1.505 0.631 -3.316
H: -2.781 -0.037 1.959
H: -5.671 2.066 -0.233



Record 4
C3H13NO2 | ωB97M-V/def2-TZVPD

spin multiplicity: 1
ΔE to the lowest compared entry with this formula, charge and spin: 23.00 kcal/mol
SMILES: CC(C)N.O.O
HOMO-LUMO gap: 9.58 eV

CARTESIAN COORDINATES (ANGSTROEM)
H: 0.221 0.650 -0.907
H: 0.860 -2.721 0.435
O: -1.455 -0.807 -4.215
H: -0.074 -1.784 -0.681
C: 0.434 -1.729 0.283
H: -3.896 3.211 3.552
C: 1.461 -0.577 0.293
N: 1.230 0.228 1.497
H: 1.565 -0.209 -1.877
H: 1.977 0.581 2.062
H: -1.718 -0.995 -3.313
H: 0.474 0.890 1.345
H: 2.515 -0.852 0.320
C: 1.248 0.288 -0.962
O: -3.013 3.174 3.193
H: 1.901 1.158 -0.864
H: -2.855 2.233 3.094
H: -0.330 -1.627 1.048
H: -0.544 -1.110 -4.302



Record 5
C5H7NO | ωB97M-V/def2-TZVPD

spin multiplicity: 1
ΔE to the lowest compared entry with this formula, charge and spin: 153.73 kcal/mol
HOMO-LUMO gap: 8.67 eV

CARTESIAN COORDINATES (ANGSTROEM)
O: 0.638 -0.494 1.633
H: -0.295 -1.932 -1.124
C: -0.777 -1.505 -0.233
H: 1.377 -1.810 0.216
C: 0.074 1.055 0.026
H: -1.096 -2.303 0.439
H: 0.029 3.030 -0.484
N: -0.522 2.274 -0.104
C: -0.532 -0.029 0.978
H: -1.138 2.539 0.652
H: 1.901 0.611 -1.204
C: 0.873 -0.854 0.312
H: -1.648 -0.972 -0.615
C: 1.116 0.392 -0.492



Record 6
H31O15 | ωB97M-V/def2-TZVPD

spin multiplicity: 1
ΔE to the lowest compared entry with this formula, charge and spin: 50.04 kcal/mol
total charge: +1
HOMO-LUMO gap: 10.11 eV

CARTESIAN COORDINATES (ANGSTROEM)
H: 0.165 -1.569 -0.934
H: -2.592 0.081 1.578
H: 1.252 -2.409 1.216
O: 1.429 1.600 -0.191
H: 0.360 2.338 -3.846
O: -2.881 -1.375 -2.263
H: 0.764 1.657 4.360
H: 1.206 -3.061 2.620
H: -0.952 1.856 1.271
H: -0.843 3.841 0.122
H: 1.213 -3.660 -0.937
H: 1.838 0.877 3.743
O: 1.182 -2.210 2.163
H: 4.469 -0.422 1.497
O: -0.099 -1.929 -4.265
H: -2.085 2.230 3.200
O: -1.904 1.555 2.530
H: 0.743 -2.029 -4.724
O: -2.569 -0.495 0.819
O: 0.983 1.259 3.489
O: 1.240 0.159 -2.753
H: -1.370 -1.793 3.665
H: 0.370 -0.159 -2.442
H: 1.826 0.817 -0.596
H: 1.868 2.350 -0.623
H: -1.276 -1.053 -1.499
H: -0.354 -1.906 2.392
O: 1.529 -2.875 -0.479
H: -0.026 1.840 -0.002
H: -2.759 -0.984 -3.140
H: 1.618 0.400 -3.591
H: 0.200 -2.063 -3.358
O: -1.276 -1.676 2.718
H: 3.166 -0.784 2.036
H: -1.067 0.681 -0.152
H: -0.332 4.403 1.486
H: -2.073 -1.263 1.085
H: -3.435 -0.703 -1.840
O: -0.393 -0.810 -1.157
H: 2.365 -2.589 -0.868
H: -1.650 0.736 2.987
O: -1.035 1.646 0.204
O: -0.072 2.125 -3.015
H: -0.856 2.655 -2.840
O: 3.700 -0.950 1.246
O: -0.054 3.975 0.671



Record 7
C40H39AlCl3GeN5O3 | ωB97M-V/def2-TZVPD

spin multiplicity: 2
ΔE to the lowest compared entry with this formula, charge and spin: 0.00 kcal/mol
total charge: +1
HOMO-LUMO gap (alpha / beta): 5.18 / 4.38 eV

CARTESIAN COORDINATES (ANGSTROEM)
H: -3.601 6.305 -1.358
C: 3.409 -0.211 -1.914
Cl: -0.394 6.788 -1.885
H: 0.350 2.535 2.157
Al: -0.398 -1.155 0.528
H: -0.901 -1.818 -3.773
H: -3.093 -1.669 3.331
C: -0.785 -3.380 4.023
H: -4.427 0.530 -3.136
C: 4.103 -0.255 0.871
H: 2.136 3.816 4.478
C: 0.345 2.159 3.217
H: 3.570 2.765 4.477
C: 0.103 -4.327 4.559
H: -1.638 1.017 1.982
H: -7.103 4.192 -3.840
H: 5.525 -0.642 2.443
H: 4.702 -6.076 -2.212
N: -4.461 4.503 -1.884
H: -3.317 -2.829 2.000
C: 1.169 -4.796 3.777
C: 2.816 0.135 0.522
C: -3.446 1.390 -1.384
C: 1.820 1.676 -1.090
C: 2.657 3.030 3.940
C: 4.552 -0.191 2.185
H: -7.096 6.726 -3.415
C: 3.706 0.364 3.159
C: 1.295 -3.146 -1.447
H: 4.279 0.435 -1.825
C: 1.373 -4.291 2.474
H: 0.929 1.778 -0.479
C: -6.347 4.630 -3.271
Cl: 1.309 5.477 1.191
H: 1.622 1.295 4.723
H: 0.111 -4.562 5.626
H: -3.279 -1.070 1.649
H: -6.058 2.049 -3.526
C: 2.446 0.818 2.838
H: 3.710 -1.223 -1.751
C: -2.872 -1.874 2.288
H: 3.923 0.417 4.252
H: 1.490 -0.492 -1.021
H: 4.814 -0.659 0.114
O: -0.416 -1.412 -1.223
C: 3.912 -5.498 -2.654
H: -0.253 2.869 3.804
Cl: -2.063 7.062 0.953
H: 1.885 -5.519 4.168
H: 2.607 2.355 -0.777
C: -4.383 1.458 -2.506
C: 2.397 -5.035 -4.478
H: 3.927 -6.481 -4.609
O: 0.607 0.002 1.450
H: 2.085 -5.216 -5.501
C: -2.656 2.363 0.679
C: 1.590 -4.185 -3.696
C: -0.082 -2.441 -3.356
H: -1.687 -3.084 4.561
C: -5.288 2.410 -2.836
C: -5.338 3.845 -2.631
H: 2.981 3.487 2.992
H: 1.594 1.925 -2.139
O: -1.406 -1.920 2.101
N: 0.567 -2.818 0.624
N: 1.502 -3.355 -0.123
C: -6.306 6.014 -3.100
C: 1.902 0.279 1.606
H: 3.091 -0.117 -2.983
H: 2.249 -4.565 1.870
C: 2.307 0.241 -0.910
C: -0.607 -2.889 2.742
C: 1.747 1.834 3.777
C: 0.494 -3.418 -4.155
N: -5.274 6.624 -2.536
Ge: -0.608 5.667 0.023
N: -1.910 0.166 0.087
H: -2.365 -0.511 -1.859
C: -2.003 1.171 0.975
H: -3.963 3.402 -0.642
C: 3.242 -4.543 -1.895
C: -4.410 5.812 -1.934
H: 0.052 -3.722 -5.080
H: -2.587 3.216 1.368
C: -2.586 0.322 -1.131
C: 2.075 -3.916 -2.369
C: 0.244 -2.305 -2.003
H: 3.685 -4.317 -0.918
C: -3.415 2.465 -0.458
C: 3.468 -5.728 -3.963
C: 0.493 -3.327 1.913
H: -0.147 1.169 3.176



Record 8
C6H10O | ωB97M-V/def2-TZVPD

spin multiplicity: 1
ΔE to the lowest compared entry with this formula, charge and spin: 67.07 kcal/mol
SMILES: C=C[C@H]1C[C@@]1(C)O
HOMO-LUMO gap: 9.07 eV

CARTESIAN COORDINATES (ANGSTROEM)
C: 0.913 -0.016 1.041
C: 0.260 0.151 -0.348
H: -0.358 -2.382 1.142
H: -2.155 -1.670 1.167
H: -0.097 2.314 -0.552
H: 1.784 -0.601 1.270
H: -1.241 -1.671 -0.329
H: 1.214 0.966 1.255
H: 0.544 2.550 -2.859
H: 1.347 0.845 -3.010
H: -1.384 1.483 1.647
C: 0.360 1.442 -1.144
C: -1.111 -1.633 0.806
H: 0.286 -0.732 -0.993
C: 0.839 1.638 -2.424
O: -1.573 0.498 1.552
C: -0.562 -0.257 1.055



Record 9
C6H9N | ωB97M-V/def2-TZVPD

spin multiplicity: 1
ΔE to the lowest compared entry with this formula, charge and spin: 79.67 kcal/mol
SMILES: CC#CCN1CC1
HOMO-LUMO gap: 10.31 eV

CARTESIAN COORDINATES (ANGSTROEM)
H: 3.885 0.803 -0.454
H: -2.919 -0.581 -0.842
C: -1.892 0.905 0.389
H: 3.220 0.869 1.204
H: -3.319 -0.699 0.960
C: -2.648 -0.352 0.184
C: -0.409 -0.740 -0.638
N: -1.237 -0.383 0.512
H: 3.843 -0.676 0.514
C: 0.883 -0.133 -0.531
H: -0.781 -0.426 -1.604
C: 3.343 0.269 0.310
C: 2.013 0.026 -0.174
H: -0.274 -1.828 -0.642
H: -2.029 1.457 1.314
H: -1.678 1.488 -0.502



Record 10
C30H53BrN4P2Pd | ωB97M-V/def2-TZVPD

spin multiplicity: 1
ΔE to the lowest compared entry with this formula, charge and spin: 41.16 kcal/mol
HOMO-LUMO gap (alpha / beta): 5.42 / 6.14 eV

CARTESIAN COORDINATES (ANGSTROEM)
C: 0.229 -2.270 -3.057
C: -3.211 2.020 -1.254
C: -1.392 0.456 3.096
C: 0.856 0.211 3.996
C: 4.165 0.947 0.371
C: 0.529 1.850 2.247
H: 3.785 -0.159 -2.349
H: -6.003 5.283 -3.058
H: -4.927 4.181 -1.105
H: 2.789 -1.877 1.872
C: -1.470 -4.120 0.955
C: 1.218 3.530 -0.854
C: -4.051 2.038 -3.630
H: 4.153 1.092 1.468
H: 3.415 -2.783 0.484
H: 5.058 -0.977 2.383
H: -2.557 -2.064 -2.518
H: 1.206 -2.610 -3.422
H: -0.937 -4.731 1.690
C: -3.783 -2.351 -0.735
P: -1.137 -1.771 -0.603
H: 1.249 1.401 1.555
C: 4.914 -1.851 1.744
H: -0.806 3.499 -0.037
H: -3.481 -1.143 5.121
C: 5.620 0.852 -0.106
Pd: -1.575 0.307 0.024
N: -0.082 0.841 3.089
H: 5.705 0.863 -1.189
H: 4.794 -2.906 -1.370
H: -2.511 -4.050 1.286
H: -0.053 -1.391 -3.645
C: -0.808 -2.752 0.904
C: -4.759 2.723 -4.635
H: 2.121 1.879 -3.728
H: -0.897 -0.155 6.141
H: -1.094 -2.143 1.775
H: 5.768 -1.915 1.047
H: 0.927 -2.689 -1.039
C: -1.925 1.401 -1.559
H: -3.975 0.067 3.918
H: -4.764 2.332 -5.646
Br: 3.835 3.632 -1.974
C: -2.492 -2.548 -1.526
H: -0.212 2.406 1.678
C: -4.052 2.543 -2.296
C: 0.361 -1.925 -1.586
C: -3.215 -0.689 4.167
H: -1.115 1.482 5.480
H: 6.090 -0.064 0.278
P: 3.000 -0.453 -0.057
C: 2.048 3.157 -1.938
H: -3.996 -3.203 -0.075
H: 0.289 -2.829 0.926
N: -1.896 -0.078 4.274
C: -4.849 3.709 -2.082
N: -5.425 3.845 -4.412
C: -5.460 4.343 -3.175
H: 0.419 -0.698 4.429
C: 4.937 -1.933 -1.852
H: -2.488 0.605 6.149
H: 2.870 -1.653 -2.164
H: -3.493 1.144 -3.888
H: 1.086 2.533 2.895
H: 1.127 0.924 4.793
H: 0.905 -0.975 -1.467
H: 1.607 4.208 -0.100
H: 5.871 -1.493 -1.466
C: -0.117 3.071 -0.750
H: -3.119 0.132 2.202
H: -4.621 -2.223 -1.428
C: 0.288 1.632 -2.672
H: -2.005 0.657 -2.378
C: 3.686 -1.058 -1.718
H: -3.575 2.136 -0.221
H: 6.213 1.706 0.279
C: 3.538 -1.847 1.054
H: -0.492 -3.069 -3.257
C: -0.564 2.111 -1.674
H: -2.241 -3.606 -1.705
C: -1.568 0.498 5.578
H: -1.443 -4.660 0.000
H: -3.732 -1.436 -0.118
H: -0.052 0.762 -3.248
H: 1.774 -0.064 3.451
H: 4.963 -2.733 2.398
C: 1.546 2.222 -2.868
H: -3.190 -1.481 3.404
N: -2.174 0.476 2.032
H: 3.733 1.855 -0.076
H: 5.099 -2.131 -2.923



Record 11
C6H9FeNaO5 | ωB97M-V/def2-TZVPD

spin multiplicity: 6
ΔE to the lowest compared entry with this formula, charge and spin: 0.00 kcal/mol
total charge: +1
HOMO-LUMO gap (alpha / beta): 9.32 / 7.36 eV

CARTESIAN COORDINATES (ANGSTROEM)
C: 2.059 1.057 -0.065
C: 2.138 -0.450 0.180
H: -3.623 -1.322 1.189
Fe: -0.283 0.351 1.311
O: 1.318 -0.777 1.213
C: 0.288 0.755 -1.587
O: -1.874 1.407 1.822
Na: 0.068 -2.639 1.207
H: 0.380 -1.180 -2.547
O: 1.754 -1.116 -1.047
C: 0.489 -0.741 -1.549
C: -2.778 -0.632 1.059
C: -2.919 0.705 1.319
H: 2.327 1.614 0.841
H: 2.671 1.386 -0.917
H: -3.928 1.115 1.474
H: 0.856 1.240 -2.392
H: -0.836 0.999 -1.687
O: 0.673 1.340 -0.333
H: -0.425 -1.177 -0.968
O: -1.544 -1.175 1.150
H: 3.187 -0.758 0.328



Record 12
C5H16NO2 | ωB97M-V/def2-TZVPD

spin multiplicity: 1
ΔE to the lowest compared entry with this formula, charge and spin: 10.69 kcal/mol
total charge: +1
HOMO-LUMO gap: 10.32 eV

CARTESIAN COORDINATES (ANGSTROEM)
H: 3.462 -0.098 -0.660
H: 0.246 0.568 -2.213
C: -0.327 0.256 -1.343
H: 0.547 -0.623 3.762
H: 1.172 0.546 0.226
C: 1.649 -1.231 -0.913
H: -1.824 1.756 -1.305
O: 0.189 0.229 3.506
C: -1.379 -0.779 -1.708
C: 2.956 -1.026 -0.901
H: -0.377 2.200 -0.591
H: -1.040 -1.505 -2.451
H: -1.419 1.168 0.201
H: -2.266 -0.329 -2.150
H: 0.146 -0.773 0.496
H: 0.627 0.943 3.976
H: -0.956 0.766 2.256
H: 1.229 -2.147 -1.297
C: 0.662 -0.263 -0.316
H: -2.417 1.119 2.490
N: -1.036 1.438 -0.744
H: 3.639 -1.765 -1.287
H: -1.675 -1.332 -0.818
O: -1.807 0.885 1.783